No. 1
8
Properties=species:S:1:pos:R:3:forces:R:3:mulliken_spin:R:1 method="wB97M-V/def2-TZVPD" lumo_energy_ev="1.1944 / -1.6689" de_lowest_kj_mol=47.5 spin_multiplicity=3 s_squared=2.0281 fmax_ev_per_a=3.2
C -0.306 -0.548 -0.116 -1.735 -1.041 -0.369 0.058
C -1.699 -0.259 0.002 3.043 -0.877 0.271 1.296
C 0.961 -0.934 -0.076 1.226 -2.018 1.214 0.350
C -0.727 0.862 -0.039 -2.428 2.128 0.115 0.202
H 1.419 -1.916 0.286 -1.141 1.162 -1.066 0.016
H 1.663 -0.121 -0.103 0.388 0.185 -0.087 0.025
H -0.870 1.577 -0.829 0.564 0.027 -0.785 0.027
H -0.440 1.339 0.874 0.083 0.434 0.706 0.026

***

No. 2
16
Properties=species:S:1:pos:R:3:forces:R:3:lowdin_charge:R:1 method="wB97M-V/def2-TZVPD" lumo_energy_ev="0.1217 / 0.3208" de_lowest_kj_mol=545.3 fmax_ev_per_a=4.0
C -0.016 1.034 2.180 -0.077 0.505 0.204 -0.088
C -1.149 1.647 1.666 -1.233 -0.234 -0.764 -0.071
C 0.853 0.377 1.320 1.259 -1.712 0.795 -0.067
C -1.464 1.383 0.306 -1.240 -0.227 1.229 -0.130
C 0.345 0.149 0.082 0.436 -1.000 -2.325 -0.088
C 0.414 -1.895 -2.099 -0.343 1.022 -2.290 -0.201
N -0.732 0.576 -0.488 0.206 0.230 0.974 0.090
N 1.434 -1.515 -1.209 0.992 2.292 3.067 0.003
F 2.406 -0.515 -1.788 -1.910 -1.680 -0.180 -0.185
H 0.102 1.006 3.249 0.493 0.242 0.232 0.106
H -1.921 2.162 2.317 1.230 -0.666 -0.927 0.125
H 1.787 -0.186 1.613 -1.235 0.935 -0.100 0.133
H -2.505 1.595 0.009 0.834 0.350 -0.407 0.110
H -0.552 -2.207 -1.605 1.549 -0.163 -0.130 0.103
H 0.117 -1.030 -2.698 -0.201 0.176 -0.139 0.064
H 0.880 -2.582 -2.855 -0.761 -0.070 0.760 0.095

***

No. 3
18
Properties=species:S:1:pos:R:3:forces:R:3:lowdin_charge:R:1 method="wB97M-V/def2-TZVPD" lumo_energy_ev=0.6540 de_lowest_kj_mol=250.6 fmax_ev_per_a=5.4
C -2.702 1.928 0.007 1.539 -1.196 0.219 -0.032
C -1.862 0.655 -0.014 0.064 1.710 0.795 -0.485
C -2.378 -0.566 -0.001 1.360 -0.100 -0.155 -0.395
S -1.133 -1.760 -0.010 -0.283 -0.078 -0.195 1.038
C 0.019 -0.477 -0.040 1.847 1.181 1.162 -0.678
N 1.359 -0.776 0.035 0.667 1.087 -0.819 0.033
C 2.308 0.200 -0.021 -1.402 -1.893 0.867 -0.582
N 3.600 -0.232 0.081 -0.667 -4.685 -0.051 0.073
N 2.101 1.520 -0.061 -0.034 3.559 0.410 0.068
N -0.495 0.746 0.050 0.246 -0.600 -1.002 0.038
H -3.728 1.619 0.034 -0.668 0.115 -0.415 0.054
H -2.398 2.402 -0.957 -0.613 0.638 1.215 0.094
H -2.519 2.405 1.004 0.161 0.399 -1.321 0.094
H -3.399 -0.603 0.004 -2.331 -1.278 -0.031 0.044
H 3.719 -1.436 -0.047 -0.335 5.342 0.298 0.229
H 4.225 0.456 -0.262 1.227 -0.210 -0.427 0.053
H 2.993 2.298 0.184 -3.899 -3.323 -1.085 0.209
H 0.961 1.769 -0.129 3.119 -0.667 0.536 0.146

***

No. 4
12
Properties=species:S:1:pos:R:3:forces:R:3:lowdin_charge:R:1 method="wB97M-V/def2-TZVPD" lumo_energy_ev=-3.9753 de_lowest_kj_mol=55.0 charge=+1 fmax_ev_per_a=4.4
N 1.727 0.268 0.059 1.336 0.501 0.048 0.215
C 0.505 -0.200 0.050 -0.388 -0.422 0.019 -0.481
N 0.264 -1.458 0.017 -1.690 -2.626 0.018 0.260
N -0.471 0.700 0.017 1.625 4.047 -0.654 0.131
C -1.861 0.732 0.067 -1.228 -1.532 -1.639 -0.220
O -2.479 -0.307 0.174 0.512 1.604 0.294 0.092
H 1.798 1.304 -0.055 1.078 -1.715 0.399 0.166
H 2.483 -0.447 0.088 -0.411 1.686 -0.222 0.173
H 0.964 -2.159 0.196 0.053 0.015 -0.146 0.152
H -0.704 -1.780 -0.145 0.729 0.284 0.434 0.157
H 0.040 1.593 -0.202 -1.921 -0.601 0.441 0.177
H -2.266 1.753 -0.266 0.304 -1.239 1.007 0.178

***

No. 5
9
Properties=species:S:1:pos:R:3:forces:R:3:lowdin_charge:R:1 method="wB97M-V/def2-TZVPD" lumo_energy_ev="-0.9309 / -0.6302" de_lowest_kj_mol=283.4 fmax_ev_per_a=8.5
C 2.250 -0.275 0.018 0.032 -0.329 -1.093 -0.344
C -0.027 1.703 0.234 2.677 7.162 -3.635 -0.027
C -0.058 0.313 0.417 -2.340 -2.043 -0.733 -0.211
C 1.026 -0.092 -0.573 -2.656 0.579 0.683 -0.128
N 3.320 -0.609 0.256 1.647 -0.136 0.956 0.127
O 0.297 2.763 -0.262 -1.913 -4.933 2.748 0.162
H 0.148 0.153 1.449 0.756 -0.427 0.917 0.127
H -1.200 0.026 0.442 1.982 -0.016 -0.814 0.177
H 0.921 -0.071 -1.670 -0.185 0.143 0.970 0.117

***

No. 6
37
Properties=species:S:1:pos:R:3:forces:R:3:lowdin_charge:R:1 method="wB97M-V/def2-TZVPD" lumo_energy_ev=-0.3319 de_lowest_kj_mol=130.1 fmax_ev_per_a=0.9
Ne -0.100 0.200 0.190 0.021 -0.019 0.004 0.048
O 2.585 -2.351 0.308 -0.229 -0.334 0.385 -0.041
H 2.842 -1.434 0.213 0.146 0.435 -0.210 -0.013
H 2.725 -2.730 -0.560 -0.017 -0.140 -0.155 0.048
O -3.250 0.667 -1.179 -0.383 -0.315 -0.288 -0.070
H -2.483 1.239 -1.144 0.322 0.600 -0.108 -0.039
H -3.162 0.100 -0.413 -0.143 -0.413 0.300 -0.025
O 0.241 4.457 0.260 -0.336 0.158 0.043 -0.038
H 0.995 3.920 0.504 0.421 -0.274 0.203 0.006
H 0.613 5.181 -0.242 0.060 0.217 -0.139 0.052
O 2.982 3.001 1.025 -0.131 0.151 -0.173 -0.026
H 3.181 2.066 0.988 -0.263 -0.343 0.038 0.002
H 3.749 3.394 1.440 0.137 0.271 0.156 0.050
O -0.102 -2.462 1.586 -0.178 -0.316 0.084 -0.053
H -0.275 -1.845 2.298 -0.299 0.327 0.135 -0.015
H 0.797 -2.273 1.317 0.546 -0.205 -0.409 -0.003
O -1.212 2.566 -1.302 -0.287 -0.234 -0.238 -0.054
H -1.105 3.393 -0.831 0.153 0.301 0.341 0.015
H -0.365 2.130 -1.216 0.215 -0.034 -0.216 0.015
O -1.919 -3.486 -0.505 -0.521 -0.757 -0.103 -0.072
H -1.359 -3.325 0.255 0.324 0.291 0.395 -0.018
H -1.670 -2.809 -1.134 0.087 0.360 0.027 -0.025
O -0.518 -1.910 -2.359 0.086 0.392 0.021 -0.033
H -0.014 -2.707 -2.525 0.223 -0.275 0.004 0.064
H -1.142 -1.866 -3.084 -0.347 -0.004 -0.263 0.065
O 3.766 0.176 -0.151 -0.122 0.127 0.236 -0.026
H 4.331 0.359 0.599 0.400 -0.212 0.208 0.056
H 3.805 0.972 -0.681 -0.068 0.171 -0.471 0.057
O 0.048 0.792 -3.516 0.379 0.233 -0.110 -0.051
H -0.603 0.729 -4.215 -0.201 0.162 -0.109 0.038
H -0.138 0.045 -2.947 -0.005 -0.400 0.294 -0.019
O -1.017 -0.832 3.781 0.083 0.062 -0.099 -0.034
H -1.684 -0.194 4.036 -0.091 0.305 0.116 0.051
H -1.234 -1.619 4.283 -0.029 -0.313 0.217 0.059
O -3.149 -1.054 1.274 -0.154 0.296 -0.023 -0.033
H -2.759 -0.587 2.013 0.213 0.082 0.097 0.015
H -3.396 -1.906 1.632 -0.012 -0.352 -0.190 0.048

***

No. 7
17
Properties=species:S:1:pos:R:3:forces:R:3:lowdin_charge:R:1 method="wB97M-V/def2-TZVPD" lumo_energy_ev=0.4838 de_lowest_kj_mol=247.7 fmax_ev_per_a=5.0
H -2.742 -1.408 0.350 0.473 -3.168 0.867 -0.230
P -2.827 -0.202 -0.128 0.382 3.439 -0.831 0.849
C -1.224 0.265 0.071 3.930 -2.899 0.873 -0.505
C -0.584 1.580 0.087 1.006 1.075 -1.300 -0.236
C 1.016 1.537 0.199 -2.203 0.293 -3.400 -0.156
C 1.349 0.111 -0.081 -0.365 -1.583 -0.243 -0.273
N 0.258 -0.688 0.484 -3.110 0.588 -0.988 -0.138
C 0.111 -2.053 -0.057 -3.052 1.849 -0.805 -0.141
H -0.762 2.103 -0.871 -0.441 0.006 0.529 0.115
H -1.101 2.068 0.881 0.069 1.090 0.577 0.091
H 1.416 2.055 -0.692 -0.313 0.290 0.395 0.105
H 1.446 2.061 0.994 0.408 0.082 1.782 0.083
H 1.486 -0.174 -1.195 -0.085 0.806 1.429 0.136
H 2.270 -0.084 0.455 0.313 -0.661 -0.046 0.111
H 0.336 -2.100 -1.169 -0.131 -0.211 1.196 0.095
H 0.550 -2.787 0.535 1.607 -1.119 0.764 0.041
H -0.999 -2.286 0.137 1.512 0.123 -0.801 0.052

***

No. 8
8
Properties=species:S:1:pos:R:3:forces:R:3:lowdin_charge:R:1 method="wB97M-V/def2-TZVPD" lumo_energy_ev="-0.2912 / -0.2906" de_lowest_kj_mol=345.8 fmax_ev_per_a=2.2
C 1.089 0.744 -0.855 0.708 0.721 0.795 -0.549
N 1.265 1.964 1.212 0.827 -0.390 0.853 0.054
N 1.454 1.354 0.146 -1.439 -1.145 -0.486 -0.206
S -2.174 -1.999 -0.609 -2.046 -0.567 -0.393 0.412
Cl 1.767 0.496 -2.387 0.112 0.194 0.501 0.614
H 1.622 1.426 2.066 -0.221 0.599 -1.651 0.094
H -3.486 -2.279 -0.079 2.144 0.501 -0.402 -0.153
H -1.537 -1.706 0.504 -0.086 0.088 0.784 -0.266